Density functional theory data (wB97M-V/def2-TZVPD) for 2 unconnected molecules or ions with the total composition C10H12BrNO2S at a distorted geometry.

E_HOMO (alpha / beta): -9.40 / -9.40 eV
E: -97022.4081 eV
Kohn-Sham gap (alpha / beta): 6.26 / 6.27 eV
ΔE to the lowest compared entry with this formula, charge and spin: 135.0 kcal per mole
Largest force on an atom: 3.2 eV/A

The geometry in XYZ format:
```
27
C10H12BrNO2S wB97M-V/def2-TZVPD
C -0.223 2.154 -0.981
C 0.198 0.311 -2.513
C 0.463 1.467 0.001
C 0.945 -0.339 -1.520
C -0.394 1.605 -2.224
C 1.077 0.281 -0.270
C -1.613 -1.216 1.797
C -1.172 -2.412 2.614
C -0.174 -1.281 2.355
C -1.117 2.354 -3.281
N 0.724 -1.638 1.402
O 2.981 -1.280 0.301
O 2.282 0.344 2.060
S 1.944 -0.593 1.002
Br 2.653 -2.982 2.794
H -0.565 3.127 -0.856
H -0.144 -0.218 -3.453
H 0.669 1.972 0.942
H 1.159 -1.365 -1.571
H -1.528 -1.330 0.767
H -2.138 -0.384 2.129
H -1.460 -2.575 3.604
H -0.794 -3.236 2.110
H 0.071 -0.777 3.330
H -1.431 3.238 -2.754
H -0.428 2.759 -4.029
H -1.983 2.012 -3.758
```

Electronic structure analysis, Löwdin charges in units of e: number 1, C, carries -0.038; number 2, C, carries 0.008; number 3, C, carries -0.053; number 4, C, carries -0.041; number 5, C, carries -0.256; number 6, C, carries -0.292; number 7, C, carries -0.002; number 8, C, carries -0.040; number 9, C, carries -0.419; number 10, C, carries -0.048; number 11, N, carries -0.084; number 12, O, carries -0.338; number 13, O, carries -0.310; number 14, S, carries 0.501; number 15, Br, carries 0.203; number 16, H, carries 0.096; number 17, H, carries 0.133; number 18, H, carries 0.123; number 19, H, carries 0.099; number 20, H, carries 0.085; number 21, H, carries 0.093; number 22, H, carries 0.097; number 23, H, carries 0.085; number 24, H, carries 0.168; number 25, H, carries 0.066; number 26, H, carries 0.097; number 27, H, carries 0.065